24
Properties=species:S:1:pos:R:3:forces:R:3 method="wB97M-V/def2-TZVPD" e_tot_ev=-15092.5915 charge=-1 lumo_energy_ha=0.13959 e_homo_ev=-3.72 e_above_lowest_kj_mol=224.61
C -0.50874 -2.38586 -1.66966 -0.2074 0.0432 0.4471
N -1.48924 -1.31542 -1.43991 0.5671 0.0666 -0.6586
C -1.31337 -0.60507 -0.14618 -0.8667 -0.4399 -0.8663
C 0.05885 -0.06473 0.14775 -0.5129 0.0869 0.2312
C 0.37166 0.28222 1.44281 0.5476 -0.1300 -0.3720
O 1.40746 0.89568 1.86525 -0.2526 -0.0811 0.2682
C -2.41084 0.46602 -0.07828 -0.4092 1.2671 0.2761
O -1.95500 1.79046 -0.39122 -0.0214 -0.0905 -0.2441
H -0.99124 -3.34397 -1.47936 0.0545 -0.2433 0.0526
H 0.33504 -2.28836 -0.98012 0.0441 -0.0730 -0.1266
H -0.10543 -2.42686 -2.68454 -0.1690 0.2509 -0.0004
H -1.44814 -0.65954 -2.21437 0.0734 0.1201 0.2691
H -1.61822 -1.36673 0.56594 0.2000 -0.0875 0.5523
H 0.61251 0.35037 -0.68531 0.2425 0.0313 -0.0560
H -0.98317 1.80124 -0.38396 -0.1484 -0.2176 0.3147
H -0.36730 -0.07729 2.18946 0.0951 0.0333 0.1537
H -2.86319 0.48502 0.92622 0.3813 0.0125 0.0759
H -3.27620 0.33270 -0.73948 0.3447 -0.5986 -0.1778
H 1.79017 -1.37944 0.24952 0.0665 0.0958 -0.0953
H 2.85823 -1.11717 1.24313 0.0757 0.0911 -0.1193
O 2.71787 -1.62301 0.43146 -0.0599 -0.0881 0.2455
H 1.94861 2.06298 0.74134 0.0138 -0.5017 -0.0114
H 3.02594 2.52648 -0.31031 0.0878 -0.1836 0.1654
O 2.09386 2.56294 -0.09616 -0.1465 0.6360 -0.3238